Computed, not measured: one molecule with the formula C5H4O2S, with wB97M-V/def2-TZVPD.

Last column: natural (NBO) charge in e.
Atoms and positions in Å:
C  -1.6850  0.6146  0.0410  -0.65
C  -0.2535  0.0970  -0.1246  0.01
C  0.9592  0.7192  -0.1309  -0.29
C  2.1319  -0.0930  -0.0153  0.39
C  -0.1165  -1.3694  -0.0772  0.38
H  -2.1361  0.2713  -0.8828  0.24
H  -1.8276  1.6763  0.0276  0.23
H  -2.1583  0.0978  0.9054  0.25
H  1.1208  1.7437  0.1553  0.24
O  3.3439  0.2107  0.0821  -0.50
O  -0.9748  -2.1494  0.0752  -0.49
S  1.5960  -1.8187  -0.0558  0.19

Force components x, y, z for each atom (eV/Å):
C 1.0675 -1.1635 -0.4764
C 0.5382 1.8949 0.6602
C -2.1463 1.0016 1.1292
C 4.1114 -1.4644 -0.3275
C 2.1657 0.8172 0.0334
H -0.7025 -0.2931 -0.0232
H 0.3486 0.5650 0.4389
H 0.2545 0.4866 -0.6825
H -0.2670 0.5494 -0.5503
O -4.1046 -0.4588 -0.2052
O -2.2536 -1.6308 0.0602
S 0.9881 -0.3041 -0.0566

## Properties
SMILES	CC1=CC(=O)SC1=O
frontier orbital gap	8.784	eV
HOMO	-10.153	eV
LUMO level	-1.369	eV
energy above the lowest of the compared OMol25 structures with the same formula, charge and spin	7.7	kcal/mol
E	-741.574437	Eh

Computed, not measured: one molecule with the formula C4H6OS, with wB97M-V/def2-TZVPD.

Last column: natural (NBO) charge in e.
Atoms and positions in Å:
C  -0.7279  -1.3516  0.2945  -0.63
C  -0.3746  -0.2251  -0.6121  0.00
C  0.3133  1.5534  0.2237  -0.15
C  0.9866  0.2889  -0.1641  -0.16
H  -1.7037  -2.0075  -0.1624  0.23
H  -0.7339  -0.9323  1.3196  0.23
H  0.2817  -1.9601  0.1355  0.23
H  -0.4319  -0.4411  -1.6981  0.21
H  0.6514  2.4622  -0.3400  0.22
H  0.2712  1.7114  1.3988  0.21
O  -0.9913  1.0265  -0.2727  -0.53
S  2.4592  -0.1246  -0.1226  0.15

Force components x, y, z for each atom (eV/Å):
C 0.0075 -2.9238 -1.9650
C 0.5087 0.2801 -0.4726
C -1.4344 0.8566 1.6124
C -2.7296 1.6348 -0.6115
H 2.6891 1.8942 1.9435
H -0.5804 -0.8113 -0.4276
H -2.3884 0.3240 0.7605
H -0.0772 -0.0253 0.5434
H -0.3465 -0.6780 0.6993
H 0.1746 -0.0182 -2.4033
O 0.9968 0.8196 0.2785
S 3.1799 -1.3528 0.0423

## Properties
SMILES	C[C@H]1OCC1=S
frontier orbital gap	8.704	eV
HOMO	-8.941	eV
LUMO level	-0.236	eV
energy above the lowest of the compared OMol25 structures with the same formula, charge and spin	68.7	kcal/mol
E	-629.337667	Eh

Computed, not measured: an isolated ion of composition C5H8NO and charge -1, with wB97M-V/def2-TZVPD.

Last column: natural (NBO) charge in e.
Atoms and positions in Å:
C  0.4531  1.6739  0.0977  -0.39
C  -0.3682  1.6968  -0.9535  -0.36
C  0.4757  0.3972  0.9342  -0.45
C  -0.3594  -0.7301  0.3411  -0.13
C  0.4954  -1.5759  -0.6833  -0.60
N  -1.5381  -0.3417  -0.4395  0.01
O  -2.6247  -0.0784  0.1637  -0.51
H  0.7358  2.6984  0.5263  0.16
H  -0.4703  2.6276  -1.5087  0.13
H  1.4731  -0.0168  0.9374  0.19
H  0.0305  0.6205  1.9349  0.20
H  -0.4075  -1.5753  1.1119  0.17
H  1.2158  -0.9145  -1.1689  0.21
H  -0.1916  -2.1505  -1.2626  0.21
H  1.0804  -2.3314  -0.0307  0.16

Force components x, y, z for each atom (eV/Å):
C -1.4215 1.0025 0.0969
C 0.4578 -0.9643 0.1672
C -0.6950 0.9192 0.4673
C 1.4165 -1.7120 -0.5188
C 1.1923 0.0903 2.5392
N -1.8653 0.1685 -0.3653
O 1.6336 -0.2179 0.1838
H 0.4462 -1.5508 -0.1067
H -0.2181 0.2675 -0.1022
H 0.6246 0.0280 0.9234
H 0.8809 -0.1507 -0.3435
H -1.4465 1.5592 -0.2355
H -0.2920 -0.3722 -0.6459
H -0.1743 -0.1213 -0.9606
H -0.5392 1.0538 -1.0991

## Properties
frontier orbital gap (spin up / spin down)	6.526 / 6.296	eV
net charge	-1
HOMO (spin up / spin down)	-2.148 / -1.910	eV
LUMO level (spin up / spin down)	4.377 / 4.387	eV
energy above the lowest of the compared OMol25 structures with the same formula, charge and spin	96.9	kcal/mol
E	-325.122459	Eh

Computed, not measured: a 2-piece molecular cluster, C5H8N overall, with wB97M-V/def2-TZVPD.

Last column: natural (NBO) charge in e.
Atoms and positions in Å:
C  1.7110  -0.8337  0.0723  -0.48
C  2.7958  0.2769  0.1904  -0.09
C  -2.6239  1.1349  0.0377  0.08
C  1.5348  0.6480  -0.1651  -0.25
C  -1.3399  -0.9387  -0.2021  0.10
N  -2.0355  0.0840  -0.0763  -0.23
H  1.9429  -1.4415  -0.7765  0.19
H  3.7149  0.5448  0.5630  0.24
H  -2.1839  2.0900  0.4263  0.26
H  -3.7589  1.1169  0.0237  0.26
H  -1.4516  -1.6807  0.5582  0.25
H  -0.5776  -1.0644  -0.9406  0.27
H  1.3575  -1.3219  0.9135  0.18
H  0.9144  1.3853  -0.6245  0.22

Force components x, y, z for each atom (eV/Å):
C 2.0758 1.6792 -1.6287
C -7.0069 0.5581 -0.9465
C -3.2311 3.0338 1.6400
C 4.3523 -1.3108 0.7537
C -0.0144 0.0922 0.6598
N 1.7939 -1.6924 -0.7079
H -0.4050 -0.8039 -0.4389
H 1.9296 0.3856 0.4462
H 0.0551 -1.1304 -0.2160
H 1.2873 0.1763 -0.9774
H 0.2622 -0.3918 0.6760
H -0.1377 -0.0980 -1.0821
H -0.7557 -0.8466 1.7448
H -0.2054 0.3487 0.0771

## Properties
frontier orbital gap	7.015	eV
net charge	+1
HOMO	-12.864	eV
LUMO level	-5.849	eV
energy above the lowest of the compared OMol25 structures with the same formula, charge and spin	135.5	kcal/mol
E	-249.609173	Eh

Computed, not measured: C26H34N3O3S8Tc as an isolated structure, with wB97M-V/def2-TZVPD.

Last column: Löwdin spin population.
Atoms and positions in Å:
Tc  -0.6790  -2.1260  0.6187  0.91
C  0.6225  2.9142  1.3509  0.00
C  -0.6244  2.4551  2.1008  0.00
S  -0.7016  0.7355  2.6457  0.02
C  0.6622  0.5751  3.8179  0.00
C  2.0867  0.4753  3.2569  0.00
S  2.2195  -0.7447  1.9215  0.02
C  3.2194  0.1206  0.6882  0.00
C  2.8404  1.5479  0.2968  0.00
S  1.0868  1.8615  -0.0613  0.00
H  1.4686  2.9622  2.0318  0.00
H  0.4514  3.9305  0.9910  0.00
H  -1.4973  2.5454  1.4485  0.00
H  -0.7901  3.1327  2.9441  0.00
H  0.4194  -0.3512  4.3420  0.00
H  0.6154  1.3833  4.5531  0.00
H  2.7466  0.1834  4.0764  0.00
H  2.4396  1.4403  2.8999  0.00
H  3.1332  -0.5338  -0.1796  0.00
H  4.2709  0.1241  0.9871  0.00
H  3.4060  1.8039  -0.6007  0.00
H  3.1526  2.2599  1.0610  0.00
S  1.1684  -7.5373  -2.8005  0.00
C  1.1957  -5.8859  -2.6158  0.00
S  0.7265  -5.0959  -1.1333  0.00
C  1.1076  -3.5484  -1.8453  0.00
N  1.5546  -3.6223  -3.0511  0.00
N  1.5978  -4.9309  -3.4883  0.00
C  2.0924  -5.1308  -4.8080  0.00
C  1.5280  -6.0772  -5.6536  0.00
C  2.0302  -6.2287  -6.9373  0.00
C  3.0824  -5.4438  -7.3837  0.00
C  3.6348  -4.4949  -6.5353  0.00
C  3.1465  -4.3347  -5.2486  0.00
S  0.9693  -2.0128  -1.0387  0.01
H  0.7130  -6.6914  -5.3039  0.00
H  1.5865  -6.9684  -7.5918  0.00
H  3.4698  -5.5693  -8.3872  0.00
H  4.4547  -3.8729  -6.8729  0.00
H  3.5589  -3.5911  -4.5849  0.00
O  -1.0076  -2.3881  2.7082  0.01
S  -0.5431  -3.8440  2.5583  0.01
O  0.5869  -3.6215  1.5693  0.00
O  -0.1601  -4.4497  3.7970  0.00
S  -1.9320  -4.7287  1.4647  0.10
C  -2.1310  -2.9486  -2.8894  0.00
C  -2.6889  -1.5227  -2.9477  0.00
C  -1.6008  -0.4458  -3.0162  0.00
C  -3.6862  -1.2356  -1.8437  -0.01
C  -5.0049  -0.9778  -2.1919  0.00
C  -5.9684  -0.6915  -1.2377  -0.01
C  -5.6225  -0.6568  0.0999  0.00
C  -4.3203  -0.9063  0.5159  -0.01
C  -3.9902  -0.8901  1.9902  0.00
C  -4.4569  0.4003  2.6655  0.00
C  -4.5811  -2.1209  2.6825  0.00
C  -3.3505  -1.1996  -0.4707  0.00
N  -2.0481  -1.4428  -0.0605  -0.07
H  -1.3854  -3.0949  -3.6752  0.00
H  -2.9310  -3.6785  -3.0322  0.00
H  -1.6549  -3.1588  -1.9329  0.00
H  -3.2611  -1.4496  -3.8785  0.00
H  -1.0012  -0.4182  -2.1096  0.00
H  -2.0515  0.5394  -3.1656  0.00
H  -0.9243  -0.6471  -3.8508  0.00
H  -5.2789  -1.0067  -3.2409  0.00
H  -6.9904  -0.4968  -1.5414  0.00
H  -6.3808  -0.4385  0.8444  0.00
H  -2.9147  -0.9434  2.1053  0.00
H  -5.5481  0.4664  2.7085  0.00
H  -4.0829  1.2824  2.1386  0.00
H  -4.0781  0.4338  3.6892  0.00
H  -5.6731  -2.1276  2.6029  0.00
H  -4.3112  -2.1179  3.7413  0.00
H  -4.1862  -3.0386  2.2438  0.00

Force components x, y, z for each atom (eV/Å):
Tc 0.9064 -0.0626 0.3611
C -0.0095 -0.0636 -0.0158
C -0.0447 -0.0220 -0.0020
S -0.0129 0.1202 0.0096
C 0.0032 -0.0035 -0.0300
C -0.0195 -0.0180 0.0079
S 0.0313 0.0406 0.0486
C -0.0014 -0.0327 -0.0098
C -0.0228 0.0062 0.0167
S 0.0367 0.0450 0.0252
H 0.0253 0.0072 -0.0006
H -0.0129 0.0043 -0.0338
H 0.0084 -0.0083 0.0204
H -0.0041 -0.0319 0.0164
H -0.0092 -0.0216 -0.0222
H -0.0137 -0.0013 -0.0061
H 0.0176 -0.0051 0.0010
H -0.0361 -0.0236 -0.0250
H 0.0035 -0.0128 -0.0098
H -0.0009 -0.0184 0.0279
H -0.0052 -0.0051 -0.0085
H -0.0108 0.0083 -0.0047
S 0.0190 -0.0050 -0.0015
C -0.0081 -0.0817 0.2172
S -0.0137 0.0096 -0.2333
C 0.0795 -0.2065 0.0151
N 0.0288 0.0961 -0.1924
N -0.1195 0.0536 0.1317
C 0.1195 0.0224 -0.0793
C -0.0232 0.0413 0.0411
C -0.0072 -0.0030 -0.0056
C 0.0095 -0.0198 -0.0170
C 0.0176 0.0363 0.0305
C -0.1189 -0.0906 -0.0071
S -0.0545 0.1148 -0.0156
H 0.0016 0.0220 -0.0026
H 0.0083 0.0072 -0.0021
H -0.0079 0.0028 0.0115
H -0.0125 -0.0109 -0.0001
H 0.0140 0.0404 0.0508
O -0.0179 0.0731 0.0779
S -0.2256 0.0254 -0.0806
O 0.1447 0.0358 -0.0884
O 0.0186 0.0147 -0.0146
S -0.1675 -0.0948 -0.0002
C -0.0012 -0.0003 0.0159
C 0.0164 0.0362 -0.0268
C -0.0098 -0.0137 -0.0354
C 0.0331 -0.0134 0.1744
C -0.0169 -0.0105 -0.0252
C -0.0324 0.0013 -0.0302
C -0.0472 0.0126 0.0515
C 0.1865 -0.0541 -0.2525
C -0.1350 -0.0017 0.0326
C 0.0060 0.0281 0.0163
C 0.0278 -0.0124 0.0184
C -0.4482 0.0533 -0.0594
N -0.3034 0.0281 -0.0868
H -0.0215 0.0115 0.0121
H 0.0081 0.0173 0.0157
H -0.0232 -0.0103 -0.0361
H 0.0011 0.0060 -0.0026
H 0.0053 0.0064 0.0042
H 0.0113 -0.0286 0.0048
H -0.0216 0.0002 0.0299
H 0.0116 0.0071 0.0191
H 0.0211 -0.0078 0.0094
H 0.0452 -0.0161 -0.0356
H 0.1672 -0.0320 0.0034
H 0.0346 0.0011 -0.0128
H -0.0124 -0.0281 0.0252
H -0.0167 0.0054 -0.0244
H 0.0288 0.0030 -0.0014
H -0.0121 -0.0013 -0.0251
H -0.0157 0.0279 0.0194

## Properties
2S+1	2
frontier orbital gap (spin up / spin down)	6.777 / 7.264	eV
net charge	-1
HOMO (spin up / spin down)	-4.731 / -5.223	eV
LUMO level (spin up / spin down)	2.046 / 2.041	eV
energy above the lowest of the compared OMol25 structures with the same formula, charge and spin	23.8	kcal/mol
expectation value of S²	0.768
E	-4667.534555	Eh

Computed, not measured: a 2-piece molecular cluster, C5H14NO overall, with wB97M-V/def2-TZVPD.

Last column: natural (NBO) charge in e.
Atoms and positions in Å:
C  1.8619  -0.2892  -0.0301  -0.01
O  0.5842  -0.4301  -0.4402  -0.97
C  2.2958  1.1750  0.1029  -0.42
C  2.1868  1.9160  -1.2296  -0.61
H  2.6342  -0.7737  -0.6956  0.06
H  2.0507  -0.8002  0.9570  0.07
H  3.3125  1.2715  0.5153  0.15
H  1.6439  1.6981  0.8126  0.17
H  2.3304  2.9884  -1.0853  0.17
H  1.1921  1.7363  -1.6385  0.23
H  2.9089  1.5525  -1.9660  0.18
C  -1.7534  -0.3550  1.5745  -0.43
N  -2.7103  -1.1004  0.7531  -0.63
C  -2.3583  -1.1146  -0.6611  -0.43
H  -0.7422  -0.6917  1.3786  0.26
H  -1.7772  0.7227  1.3607  0.15
H  -2.0309  -0.4877  2.6262  0.16
H  -3.6117  -0.6468  0.8615  0.32
H  -2.1952  -0.1190  -1.0956  0.17
H  -3.1526  -1.6390  -1.1936  0.16
H  -1.4014  -1.6146  -0.7959  0.25

Force components x, y, z for each atom (eV/Å):
C -0.3282 -0.4187 0.1807
O 0.2230 -0.0312 -0.1675
C 0.1668 0.4801 -0.0146
C -0.0740 -0.1119 0.1424
H -0.0531 0.0551 -0.1306
H 0.1162 0.2165 0.0794
H 0.0644 -0.1433 -0.1087
H -0.1484 -0.2138 0.0671
H 0.0573 0.1191 -0.1485
H -0.0458 0.0117 0.0295
H 0.0965 -0.0085 0.0477
C -0.5196 0.1119 0.1461
N -0.0372 0.1122 0.2554
C 0.1442 0.0466 0.0225
H 0.1742 -0.0718 -0.1403
H 0.1456 0.0362 -0.0670
H 0.1223 -0.0475 0.0041
H 0.0092 -0.1220 -0.0652
H -0.1552 0.0699 0.0226
H 0.0080 -0.0164 -0.1895
H 0.0339 -0.0742 0.0342

## Properties
frontier orbital gap	6.661	eV
net charge	-1
HOMO	-2.472	eV
LUMO level	4.189	eV
energy above the lowest of the compared OMol25 structures with the same formula, charge and spin	18.5	kcal/mol
E	-328.864268	Eh